The following is a DFT calculation (ωB97M-V/def2-TZVPD) of a molecular structure, C22H20F6N7O4S3V.

Positions of all 63 atoms, in Å:
V -0.477 -0.581 0.465
C -4.322 1.078 -0.219
C -2.998 0.377 -0.284
N -2.402 -0.123 0.778
N -3.039 0.000 1.950
C -2.460 -0.491 2.999
N -2.924 -0.175 4.251
S -1.072 -1.614 3.002
C -2.298 0.157 -1.499
C -2.767 0.543 -2.767
C -2.059 0.196 -3.891
C -0.896 -0.569 -3.734
C -0.489 -0.910 -2.463
N -1.128 -0.537 -1.354
H -4.690 1.017 0.801
H -5.049 0.623 -0.892
H -4.188 2.128 -0.481
H -3.328 0.750 4.319
H -2.233 -0.384 4.963
H -3.689 1.097 -2.838
H -2.407 0.475 -4.873
H -0.331 -0.893 -4.593
H 0.386 -1.531 -2.318
F 0.649 4.827 1.731
C 0.705 3.905 0.763
F 0.720 4.571 -0.405
F 1.886 3.279 0.850
S -0.765 2.694 0.819
O -0.278 1.662 -0.069
O -1.831 3.498 0.298
N -0.963 2.342 2.306
S -0.341 0.970 2.955
O 0.637 0.430 2.015
O -0.254 -1.011 4.148
C 0.875 1.950 4.109
F 1.593 2.874 3.455
F 0.176 2.601 5.067
F 1.756 1.167 4.749
C 2.621 -0.347 0.206
N 1.442 -1.175 0.129
C 1.598 -2.458 0.070
C 0.417 -3.223 0.110
C 0.102 -4.586 0.078
C -1.274 -4.668 0.265
C -1.740 -3.363 0.409
N -0.729 -2.493 0.306
C 3.251 -0.064 -1.131
C 2.491 0.437 -2.182
C 3.082 0.699 -3.406
C 4.444 0.503 -3.582
C 5.211 0.037 -2.529
C 4.612 -0.264 -1.318
H 3.362 -0.823 0.865
H 2.323 0.607 0.652
H 2.585 -2.932 0.033
H 0.792 -5.398 -0.050
H -1.868 -5.563 0.288
H -2.749 -3.029 0.597
H 1.441 0.644 -2.018
H 2.480 1.069 -4.225
H 4.909 0.729 -4.531
H 6.277 -0.094 -2.647
H 5.214 -0.636 -0.501

Computed properties:
<S²>   1.039
Net charge   -1
HOMO level (alpha / beta)   -3.62 / -3.40 eV
Spin multiplicity   2

The following is a DFT calculation (ωB97M-V/def2-TZVPD) of a molecular structure, C22H20FeN3S6SbSi.

Positions of all 54 atoms, in Å:
Fe 1.576 -1.150 1.798
S 0.334 -1.377 3.999
C -0.711 -0.514 2.973
N -0.463 -0.534 1.674
C -1.329 0.296 0.975
C -1.350 0.468 -0.412
C -2.290 1.312 -0.974
C -3.226 1.980 -0.179
C -3.232 1.794 1.192
C -2.286 0.950 1.763
S -2.052 0.509 3.425
H -0.638 -0.052 -1.032
H -2.297 1.452 -2.048
H -3.956 2.636 -0.637
H -3.967 2.299 1.808
C 2.563 4.103 -0.483
Si 2.102 3.018 -1.914
C 0.517 3.663 -2.668
C 3.451 3.179 -3.202
C 1.860 1.201 -1.561
C 1.622 0.392 -2.663
C 1.410 -0.983 -2.545
C 1.466 -1.527 -1.276
N 1.687 -0.777 -0.203
C 1.868 0.565 -0.292
S 2.029 1.267 1.262
H 2.782 5.100 -0.885
H 3.436 3.725 0.050
H 1.758 4.172 0.249
H 0.616 4.710 -2.969
H -0.295 3.587 -1.940
H 0.234 3.078 -3.547
H 3.595 4.225 -3.487
H 3.221 2.609 -4.105
H 4.395 2.800 -2.801
H 1.591 0.834 -3.657
H 1.218 -1.611 -3.404
H 1.337 -2.584 -1.071
S 4.971 -4.186 2.003
Sb 4.115 -2.180 1.338
S 3.612 -0.966 3.210
S 1.054 -3.492 1.391
N -6.103 -3.916 2.026
C -4.959 -3.823 1.928
C -3.512 -3.720 1.808
C -2.693 -4.180 2.834
C -1.315 -4.088 2.706
C -0.719 -3.549 1.563
C -1.572 -3.090 0.551
C -2.947 -3.165 0.660
H -3.129 -4.598 3.732
H -0.669 -4.427 3.505
H -1.132 -2.644 -0.333
H -3.580 -2.788 -0.133

Computed properties:
Net charge   -2
Energy relative to the best compared isomer or geometry (same formula, charge and spin)   94.7 kJ/mol
HOMO level (alpha / beta)   -1.64 / -1.69 eV

The following is a DFT calculation (ωB97M-V/def2-TZVPD) of a single C22H20N2O8 molecule.

Positions of all 52 atoms, in Å:
C 0.929 4.487 5.618
H 1.070 5.540 5.858
O 1.096 4.394 4.224
C 0.966 3.183 3.631
C 0.687 2.004 4.296
C 0.548 0.804 3.601
C 0.737 0.824 2.248
C 1.050 1.996 1.536
C 1.124 3.214 2.211
O 1.323 4.442 1.723
C 1.083 4.728 0.358
H 0.138 4.291 0.029
H 1.029 5.814 0.299
H 1.886 4.361 -0.281
C 1.261 1.597 0.134
O 1.627 2.200 -0.834
O 1.037 0.248 0.037
C 0.642 -0.319 1.279
N -0.681 -0.875 1.188
C -1.812 -0.104 1.152
O -1.834 1.100 1.203
C -2.994 -1.048 1.031
H -3.813 -0.720 1.668
C -2.420 -2.410 1.409
H -2.900 -3.242 0.896
H -2.496 -2.569 2.485
C -0.946 -2.286 0.992
H -0.291 -2.892 1.628
C -0.784 -2.817 -0.455
O -1.103 -3.963 -0.692
N -0.308 -1.922 -1.342
C -0.041 -2.096 -2.708
C 0.582 -1.040 -3.367
C 0.881 -1.105 -4.723
C 0.537 -2.257 -5.387
C -0.087 -3.316 -4.726
C -0.390 -3.268 -3.388
H -0.866 -4.090 -2.883
O -0.319 -4.332 -5.613
C 0.180 -3.884 -6.855
O 0.712 -2.585 -6.707
H -0.637 -3.866 -7.595
H 0.969 -4.569 -7.205
H 1.364 -0.288 -5.232
H 0.844 -0.150 -2.815
H -0.020 -1.013 -0.997
H -3.339 -1.027 -0.005
H 1.336 -1.138 1.512
H 0.297 -0.106 4.121
H 0.548 2.002 5.365
H -0.076 4.178 5.925
H 1.674 3.891 6.154

Computed properties:
Energy relative to the best compared isomer or geometry (same formula, charge and spin)   0.0 kJ/mol
SMILES string   COc1ccc2c(c1OC)C(=O)O[C@@H]2N1C(=O)CC[C@H]1C(=O)Nc1ccc2c(c1)OCO2
HOMO level   -7.70 eV

The following is a DFT calculation (ωB97M-V/def2-TZVPD) of a single C22H20N4O2S molecule.

Positions of all 49 atoms, in Å:
C 4.497 -0.639 -5.969
C 3.779 -1.519 -4.956
C 3.032 -0.685 -3.921
O 2.405 -1.573 -3.019
C 1.710 -1.064 -1.968
C 1.512 0.291 -1.719
C 0.778 0.692 -0.618
C 0.218 -0.239 0.249
C 0.434 -1.596 0.006
C 1.167 -2.002 -1.086
H 1.340 -3.048 -1.282
H 0.035 -2.334 0.686
C -0.537 0.209 1.409
N -0.175 1.292 2.071
N -0.985 1.401 3.130
C -1.869 0.380 3.173
C -1.642 -0.417 2.065
C -2.431 -1.563 1.706
C -2.796 -1.972 0.482
S -2.465 -1.221 -1.060
C -3.428 -2.523 -1.822
N -3.931 -3.403 -1.043
C -3.649 -3.197 0.283
O -4.018 -3.890 1.198
N -3.571 -2.508 -3.145
H -3.121 -1.803 -3.699
H -4.091 -3.248 -3.586
H -2.833 -2.149 2.526
H -2.615 0.280 3.933
C -0.836 2.471 4.016
C 0.169 3.404 3.768
C 0.344 4.474 4.624
C -0.476 4.625 5.731
C -1.474 3.697 5.977
C -1.659 2.622 5.128
H -2.443 1.911 5.337
H -2.115 3.810 6.838
H -0.338 5.461 6.399
H 1.125 5.193 4.426
H 0.796 3.265 2.903
H 0.625 1.742 -0.425
H 1.922 1.042 -2.377
H 2.281 -0.053 -4.417
H 3.737 -0.034 -3.384
H 3.064 -2.169 -5.461
H 4.497 -2.155 -4.435
H 5.020 -1.252 -6.698
H 3.787 -0.006 -6.498
H 5.223 0.002 -5.474

Computed properties:
Energy relative to the best compared isomer or geometry (same formula, charge and spin)   73.3 kJ/mol
SMILES string   CCCOc1ccc(-c2nn(-c3ccccc3)cc2/C=C2\SC(N)=NC2=O)cc1
HOMO level   -7.92 eV